1.
Molecular formula: C4H9NO2
Method: DFT, ωB97M-V/def2-TZVPD

ORCA input file:
```
! RIJCOSX wB97M-V def2-TZVPD def2/J DEFGRID3
* xyz 0 1
H -0.52 0.31 -2.47
N -0.73 0.03 -1.53
C 0.30 -0.13 -0.81
O 1.56 0.06 -1.27
C 2.77 -0.12 -0.54
O 0.12 -0.52 0.46
C -1.30 -0.63 0.81
C -1.96 0.72 1.12
H 3.59 0.16 -1.22
H 2.81 0.53 0.34
H 2.90 -1.16 -0.25
H -1.28 -1.28 1.69
H -1.86 -1.12 0.01
H -2.35 1.24 0.24
H -2.80 0.57 1.81
H -1.23 1.36 1.61
*
```

The energy is -9878.2659 eV. The HOMO-LUMO gap comes out at 10.52 eV. The structure (SMILES) is [H]/N=C(\OC)OCC. The energy above the lowest of the compared OMol25 structures with the same formula, charge and spin is 41.39 kcal per mole. The LUMO energy is 0.96 eV.


2.
Molecular formula: C42H84FN5O13
Method: DFT, ωB97M-V/def2-TZVPD

ORCA input file:
```
! RIJCOSX wB97M-V def2-TZVPD def2/J DEFGRID3
* xyz 0 1
C 4.72 -4.04 -0.84
C 5.08 -2.49 -1.18
C 6.32 -1.91 -0.41
C 6.76 -0.45 -0.67
C 5.93 0.43 -1.66
C 4.67 -0.14 -2.40
C 4.22 -1.63 -2.18
C 2.92 -2.24 -2.93
C 1.69 -2.00 -1.94
C 1.25 -2.89 -0.93
F 1.68 -4.18 -0.53
C 0.02 -2.33 -0.07
O -0.69 -2.90 0.78
O 0.00 -0.97 -0.53
C 0.68 -0.78 -1.79
O 0.56 0.15 -2.61
H 4.05 -4.41 -1.68
H 5.67 -4.66 -0.68
H 4.12 -4.03 0.15
H 6.89 -2.57 0.34
H 7.68 -0.08 -0.10
H 6.29 1.51 -1.79
H 4.08 0.56 -3.11
H 2.80 -1.63 -3.90
H 3.09 -3.35 -3.20
C 4.91 7.85 -2.82
O 6.07 7.55 -3.59
C 7.28 7.98 -2.97
C 8.10 6.78 -2.48
N 7.45 6.13 -1.34
C 8.02 4.82 -1.00
C 7.95 3.72 -2.06
O 6.63 3.25 -2.34
C 5.90 4.05 -3.26
H 4.04 7.68 -3.46
H 4.83 7.18 -1.96
H 4.90 8.89 -2.49
H 7.11 8.70 -2.17
H 7.86 8.49 -3.75
H 9.09 7.11 -2.19
H 8.20 6.09 -3.32
H 6.47 6.01 -1.53
H 7.47 4.47 -0.11
H 9.06 4.96 -0.69
H 8.49 2.85 -1.66
H 8.47 3.98 -2.99
H 6.54 4.50 -4.02
H 5.34 4.81 -2.72
H 5.17 3.41 -3.76
C -3.85 3.51 3.55
O -2.72 2.69 3.28
C -2.98 1.67 2.30
C -2.26 1.98 0.99
N -2.85 3.13 0.31
C -2.04 3.65 -0.80
C -0.63 4.16 -0.47
O -0.61 5.36 0.31
C -0.76 5.16 1.71
H -3.62 4.11 4.43
H -4.03 4.20 2.72
H -4.74 2.92 3.75
H -4.05 1.52 2.15
H -2.57 0.74 2.71
H -2.32 1.10 0.34
H -1.20 2.16 1.23
H -2.98 3.88 0.98
H -2.60 4.48 -1.24
H -1.96 2.87 -1.57
H -0.15 4.43 -1.42
H 0.02 3.40 -0.02
H -0.30 4.23 2.05
H -1.81 5.19 1.98
H -0.27 5.99 2.22
C -6.98 0.43 -0.28
O -6.82 1.57 -1.12
C -5.47 1.83 -1.47
C -5.22 1.52 -2.95
N -5.27 0.08 -3.21
C -5.32 -0.28 -4.63
C -6.52 0.23 -5.45
O -7.77 -0.37 -5.09
C -8.40 0.21 -3.96
H -8.01 0.44 0.10
H -6.84 -0.49 -0.85
H -6.30 0.46 0.57
H -4.76 1.30 -0.83
H -5.31 2.90 -1.32
H -4.23 1.90 -3.24
H -5.98 2.05 -3.53
H -6.09 -0.32 -2.75
H -5.32 -1.37 -4.68
H -4.40 0.06 -5.11
H -6.35 -0.06 -6.49
H -6.61 1.32 -5.45
H -8.23 1.29 -3.90
H -8.09 -0.29 -3.05
H -9.48 0.05 -4.06
C 2.53 -11.14 -2.27
O 1.17 -10.97 -2.66
C 0.33 -10.53 -1.60
C -0.11 -9.08 -1.81
N 1.01 -8.15 -1.64
C 0.74 -6.79 -2.10
C 0.40 -6.60 -3.59
O 1.49 -6.85 -4.48
C 1.69 -8.21 -4.79
H 3.04 -11.67 -3.08
H 3.02 -10.17 -2.14
H 2.61 -11.73 -1.36
H 0.79 -10.67 -0.61
H -0.57 -11.16 -1.63
H -0.90 -8.83 -1.10
H -0.53 -9.01 -2.82
H 1.81 -8.50 -2.15
H 1.63 -6.20 -1.89
H -0.07 -6.37 -1.50
H 0.15 -5.54 -3.73
H -0.49 -7.15 -3.90
H 0.75 -8.78 -4.84
H 2.38 -8.67 -4.08
H 2.16 -8.27 -5.78
C -4.86 0.90 10.54
O -3.74 0.08 10.27
C -4.00 -0.93 9.29
C -3.27 -0.63 7.98
N -3.86 0.53 7.30
C -3.05 1.05 6.20
C -1.64 1.56 6.53
O -1.62 2.76 7.31
C -1.78 2.55 8.71
H -4.64 1.50 11.43
H -5.05 1.59 9.71
H -5.76 0.31 10.73
H -5.07 -1.09 9.13
H -3.59 -1.86 9.70
H -3.33 -1.50 7.32
H -2.22 -0.45 8.23
H -4.00 1.27 7.97
H -3.61 1.88 5.76
H -2.97 0.28 5.42
H -1.16 1.83 5.58
H -1.00 0.80 6.98
H -1.32 1.62 9.04
H -2.83 2.58 8.98
H -1.29 3.38 9.22
*
```

The energy is -81688.1575 eV. The HOMO-LUMO gap comes out at 7.27 eV. The structure (SMILES) is Cc1ccccc1CC1=C(F)C(=O)OC1=O.COCCNCCOC.COCCNCCOC.COCCNCCOC.COCCNCCOC.COCCNCCOC. The LUMO energy is -1.21 eV.


3.
Molecular formula: C5H8NO2
Method: DFT, ωB97M-V/def2-TZVPD

ORCA input file:
```
! RIJCOSX wB97M-V def2-TZVPD def2/J DEFGRID3
* xyz -1 1
O -1.20 -0.93 2.74
C -1.71 -0.40 1.73
O -3.08 1.64 -1.67
C -2.77 -0.67 0.85
C -1.40 0.89 1.17
C 3.15 -0.95 -0.80
C 4.66 -0.12 -1.16
N 4.43 -1.00 -0.32
H -3.26 -1.65 1.00
H -3.17 -0.13 -0.02
H -2.10 1.41 0.49
H -0.50 1.46 1.43
H 2.82 -1.56 -1.64
H 2.47 -0.14 -0.57
H 5.51 0.51 -0.95
H -3.84 1.64 -2.26
*
```

The energy is -10891.3621 eV. The HOMO-LUMO gap comes out at 5.14 eV. The energy above the lowest of the compared OMol25 structures with the same formula, charge and spin is 228.74 kcal per mole. The LUMO energy is 2.06 eV.


4.
Molecular formula: C4H8NO2
Method: DFT, ωB97M-V/def2-TZVPD

ORCA input file:
```
! RIJCOSX wB97M-V def2-TZVPD def2/J DEFGRID3
* xyz 0 2
C -2.04 -0.09 -0.54
C -1.32 0.77 0.46
N 0.05 0.68 0.56
C 0.92 0.05 -0.38
C 2.03 -0.74 0.43
O 2.86 -1.28 -0.49
O -1.93 1.52 1.19
H -1.59 -1.06 -0.69
H -2.09 0.42 -1.51
H -3.06 -0.25 -0.17
H 0.42 1.44 1.10
H 0.39 -0.72 -0.92
H 1.39 0.74 -1.09
H 2.53 0.00 1.07
H 1.45 -1.48 0.97
*
```

The energy is -9860.7986 eV. The HOMO-LUMO gap (alpha / beta) comes out at 10.68 / 8.24 eV. The energy above the lowest of the compared OMol25 structures with the same formula, charge and spin is 9.78 kcal per mole. The LUMO energy (alpha / beta) is 0.79 / -1.78 eV.


5.
Molecular formula: C20H32BCs2N4O2S
Method: DFT, ωB97M-V/def2-TZVPD

ORCA input file:
```
! RIJCOSX wB97M-V def2-TZVPD def2/J DEFGRID3
* xyz 1 1
Cs -2.16 -2.41 0.37
Cs 1.28 0.68 3.35
B 0.11 -0.30 0.60
H 0.28 -1.37 0.98
H 1.21 0.17 0.52
H -0.47 -0.39 -0.43
H -0.54 0.38 1.28
C -4.67 0.47 1.70
C -5.77 1.44 2.12
C -5.30 2.85 1.89
S -3.64 2.80 2.53
O -3.67 2.67 3.97
O -2.77 3.77 1.95
C -3.31 1.18 1.84
H -4.76 0.20 0.64
H -4.67 -0.43 2.31
H -5.91 1.34 3.21
H -6.75 1.22 1.72
H -5.91 3.64 2.33
H -5.17 3.09 0.83
H -2.53 0.77 2.47
H -2.92 1.38 0.84
N 3.81 0.18 0.20
C 3.78 1.43 0.74
C 5.07 1.90 0.80
C 5.91 0.90 0.25
C 5.10 -0.15 -0.10
H 3.05 -0.48 0.14
H 2.85 1.90 1.02
H 5.31 2.90 1.11
H 6.98 0.91 0.18
H 5.38 -1.11 -0.49
N 1.26 -6.21 1.62
C 0.98 -4.89 1.88
C 1.00 -4.23 0.68
C 1.31 -5.16 -0.34
C 1.48 -6.38 0.28
H 1.20 -6.97 2.26
H 0.75 -4.64 2.90
H 0.83 -3.17 0.56
H 1.46 -4.96 -1.39
H 1.60 -7.36 -0.14
N 0.72 -1.10 -2.57
C 1.53 -0.61 -3.54
C 1.15 -1.16 -4.74
C 0.01 -1.96 -4.47
C -0.20 -1.97 -3.11
H 0.82 -0.82 -1.61
H 2.29 0.14 -3.36
H 1.51 -0.93 -5.72
H -0.56 -2.54 -5.17
H -0.92 -2.50 -2.49
N 0.14 2.56 -0.74
C -0.83 3.52 -0.81
C -0.34 4.60 -1.47
C 1.00 4.27 -1.86
C 1.27 3.03 -1.38
H 0.09 1.66 -0.30
H -1.79 3.35 -0.34
H -0.81 5.56 -1.64
H 1.66 4.91 -2.43
H 2.16 2.42 -1.45
*
```

The energy is -43914.8464 eV. The HOMO-LUMO gap comes out at 6.62 eV. The LUMO energy is -3.19 eV.


6.
Molecular formula: C2H9OP3
Method: DFT, ωB97M-V/def2-TZVPD

ORCA input file:
```
! RIJCOSX wB97M-V def2-TZVPD def2/J DEFGRID3
* xyz 0 1
C -1.88 -0.36 -0.21
C -0.80 0.05 -1.14
O 2.73 0.49 -1.47
P 0.76 -1.57 1.24
P 0.57 1.98 0.84
P 0.74 0.09 -0.16
H -1.99 0.20 0.69
H -2.87 -0.14 -0.70
H -1.74 -1.38 0.15
H -0.77 1.11 -1.33
H -0.66 -0.55 -2.04
H 2.18 -1.43 1.26
H 0.94 -2.56 0.41
H 0.98 1.69 2.14
H 1.81 2.39 0.34
*
```

The energy is -32127.7654 eV. The HOMO-LUMO gap (alpha / beta) comes out at 8.23 / 8.13 eV. The energy above the lowest of the compared OMol25 structures with the same formula, charge and spin is 115.83 kcal per mole. The LUMO energy (alpha / beta) is -0.53 / -0.65 eV.


7.
Molecular formula: C25H30FN5O3
Method: DFT, ωB97M-V/def2-TZVPD

ORCA input file:
```
! RIJCOSX wB97M-V def2-TZVPD def2/J DEFGRID3
* xyz 0 1
C 3.79 2.43 2.06
O 2.43 2.79 2.07
C 1.50 1.84 2.37
C 0.17 2.27 2.32
C -0.86 1.38 2.56
C -0.57 0.05 2.86
C -1.65 -0.90 3.02
N -2.92 -0.60 2.96
O -3.57 -1.79 3.07
C -2.64 -2.74 3.20
C -3.05 -4.16 3.32
C -1.91 -5.13 3.00
C -1.45 -4.94 1.55
O -2.03 -5.44 0.61
N -0.33 -4.19 1.44
C 0.17 -3.72 0.17
C -0.17 -2.24 -0.04
C 0.60 -1.61 -1.20
N 0.57 -0.16 -1.10
C 1.63 0.47 -1.86
C 1.64 1.98 -1.59
N 0.38 2.57 -1.97
C 0.18 3.03 -3.26
C -0.98 2.78 -4.00
C -1.18 3.32 -5.25
C -0.23 4.13 -5.84
C 0.93 4.41 -5.14
C 1.11 3.89 -3.88
F 2.25 4.25 -3.23
C -0.69 1.91 -1.25
C -0.71 0.40 -1.48
N -1.44 -2.25 3.19
C 0.75 -0.36 2.95
C 1.79 0.52 2.70
H 4.13 2.11 3.05
H 3.99 1.63 1.33
H 4.33 3.33 1.77
H -0.03 3.30 2.08
H -1.89 1.70 2.50
H -3.42 -4.34 4.33
H -3.89 -4.32 2.63
H -2.28 -6.15 3.11
H -1.08 -4.97 3.69
H -0.06 -3.65 2.25
H 1.26 -3.86 0.15
H -0.27 -4.34 -0.61
H 0.10 -1.69 0.86
H -1.25 -2.15 -0.19
H 1.64 -1.93 -1.13
H 0.20 -1.97 -2.16
H 2.59 0.04 -1.55
H 1.51 0.30 -2.95
H 2.47 2.44 -2.12
H 1.77 2.14 -0.51
H -1.74 2.14 -3.59
H -2.10 3.09 -5.78
H -0.39 4.55 -6.83
H 1.69 5.06 -5.54
H -1.65 2.36 -1.51
H -0.50 2.09 -0.18
H -1.49 -0.04 -0.86
H -0.94 0.18 -2.54
H 0.97 -1.38 3.21
H 2.80 0.17 2.76
*
```

The energy is -42722.0432 eV. The HOMO-LUMO gap comes out at 8.26 eV. The structure (SMILES) is COc1ccc(-c2noc(CCC(=O)NCCCN3CCN(c4ccccc4F)CC3)n2)cc1. The energy above the lowest of the compared OMol25 structures with the same formula, charge and spin is 4.90 kcal per mole. The LUMO energy is 0.57 eV.


8.
Molecular formula: C3H7NO2
Method: DFT, ωB97M-V/def2-TZVPD

ORCA input file:
```
! RIJCOSX wB97M-V def2-TZVPD def2/J DEFGRID3
* xyz 0 1
C -1.29 1.04 -0.46
C -1.55 -0.19 -0.12
N -1.92 -1.33 0.18
O -0.87 -2.22 0.42
H -1.17 1.81 0.30
H -1.16 1.32 -1.50
H -1.33 -3.04 0.63
H 1.02 2.78 -0.64
H 1.50 2.24 -0.46
C 1.69 -0.61 0.41
O 2.47 0.31 0.51
H 1.37 -1.02 -0.56
H 1.23 -1.09 1.29
*
```

The energy is -8804.6816 eV. The HOMO-LUMO gap comes out at 10.50 eV. The structure (SMILES) is C=C=NO.[H][H].C=O. The energy above the lowest of the compared OMol25 structures with the same formula, charge and spin is 134.84 kcal per mole. The LUMO energy is 0.52 eV.


9.
Molecular formula: C16H25N3O4S
Method: DFT, ωB97M-V/def2-TZVPD

ORCA input file:
```
! RIJCOSX wB97M-V def2-TZVPD def2/J DEFGRID3
* xyz 0 1
C 4.27 1.82 0.32
C 4.83 0.95 -0.81
C 6.09 0.22 -0.36
N 3.79 0.04 -1.26
S 2.96 -0.91 -0.17
O 3.69 -1.17 1.03
O 2.49 -2.04 -0.93
C 1.54 0.11 0.21
C 0.79 0.63 -0.82
C -0.35 1.35 -0.55
C -0.75 1.54 0.77
O -1.89 2.16 1.16
C -2.81 2.60 0.17
C -3.30 1.54 -0.83
O -3.34 1.83 -2.02
N -3.68 0.35 -0.36
C -3.71 -0.12 1.00
C -2.75 -1.29 1.18
N -3.09 -2.35 0.25
C -2.25 -3.52 0.45
C -3.01 -1.86 -1.11
C -4.00 -0.72 -1.30
C 0.03 1.03 1.81
C 1.18 0.32 1.53
H 3.34 2.29 0.00
H 4.07 1.20 1.19
H 4.99 2.59 0.59
H 5.07 1.60 -1.67
H 6.50 -0.37 -1.18
H 6.85 0.93 -0.04
H 5.85 -0.44 0.47
H 4.08 -0.54 -2.04
H 1.11 0.45 -1.84
H -0.93 1.75 -1.37
H -2.39 3.42 -0.42
H -3.67 2.99 0.73
H -3.46 0.68 1.70
H -4.73 -0.47 1.21
H -2.83 -1.68 2.20
H -1.71 -0.94 1.03
H -2.58 -4.30 -0.23
H -2.37 -3.87 1.47
H -1.19 -3.31 0.27
H -3.27 -2.68 -1.79
H -1.99 -1.52 -1.36
H -3.94 -0.31 -2.31
H -5.02 -1.07 -1.10
H -0.29 1.20 2.83
H 1.79 -0.10 2.32
*
```

The energy is -40492.9994 eV. The HOMO-LUMO gap comes out at 9.48 eV. The structure (SMILES) is CC(C)NS(=O)(=O)c1ccc(OCC(=O)N2CCN(C)CC2)cc1. The energy above the lowest of the compared OMol25 structures with the same formula, charge and spin is 49.44 kcal per mole. The LUMO energy is 0.71 eV.


10.
Molecular formula: C13H23BF4MnNP
Method: DFT, ωB97M-V/def2-TZVPD

ORCA input file:
```
! RIJCOSX wB97M-V def2-TZVPD def2/J DEFGRID3
* xyz 0 6
C 3.46 -0.38 -1.44
C 2.79 0.84 -1.38
C 1.70 1.07 -0.51
C 1.35 0.05 0.40
C 1.94 -1.22 0.24
C 3.00 -1.44 -0.66
C 1.09 2.46 -0.51
C -0.19 2.88 -1.30
N -1.18 1.96 -1.74
Mn 0.49 0.25 2.43
C 1.37 -2.44 0.94
P -0.43 -2.25 1.05
H 3.12 1.67 -2.01
H 3.45 -2.43 -0.74
H 4.31 -0.51 -2.11
H 1.77 -2.58 1.96
H 1.57 -3.35 0.36
H 0.93 2.78 0.53
H 1.87 3.12 -0.93
H -0.73 3.58 -0.65
C -1.20 -3.57 1.97
C -0.95 -2.58 -0.65
H 0.12 3.47 -2.19
C -0.91 0.85 -2.59
C -2.52 2.10 -1.23
H -0.28 -1.34 2.51
H -1.17 1.06 -3.65
H 0.14 0.56 -2.54
H -1.53 -0.01 -2.28
H -3.14 2.76 -1.88
H -3.01 1.12 -1.16
H -2.48 2.54 -0.22
H -0.73 -3.64 -0.88
H -2.02 -2.42 -0.77
H -0.41 -1.97 -1.39
H -0.89 -4.56 1.57
H -0.89 -3.50 3.02
H -2.29 -3.46 1.89
H -0.98 -0.92 1.23
F -0.20 2.29 2.26
B -1.39 1.94 3.07
F -2.34 1.37 2.21
F -0.82 0.88 3.95
F -1.83 3.00 3.80
*
```

The energy is -67501.8321 eV. The HOMO-LUMO gap (alpha / beta) comes out at 7.24 / 6.77 eV. The LUMO energy (alpha / beta) is -0.03 / -0.50 eV.


11.
Molecular formula: C23H27N5O2
Method: DFT, ωB97M-V/def2-TZVPD

ORCA input file:
```
! RIJCOSX wB97M-V def2-TZVPD def2/J DEFGRID3
* xyz 0 1
C -0.84 -1.87 -2.32
C 0.58 -2.09 -1.82
C 0.65 -3.26 -0.83
C 2.01 -3.39 -0.13
C 2.05 -2.69 1.23
N 1.81 -1.27 1.12
C 2.72 -0.33 0.75
N 4.00 -0.52 0.53
C 4.68 0.59 0.18
C 6.06 0.49 -0.07
C 6.78 1.60 -0.42
C 6.15 2.86 -0.53
C 4.82 2.99 -0.29
C 4.04 1.87 0.07
N 2.72 2.04 0.30
C 2.07 0.96 0.64
C 0.69 0.71 0.95
C -0.48 1.52 0.98
O -0.60 2.70 0.74
N -1.65 0.75 1.33
C -2.88 1.52 1.31
C -3.50 1.55 -0.10
C -4.54 2.67 -0.24
C -5.57 2.05 -1.17
C -5.52 0.59 -0.73
O -4.17 0.33 -0.40
C -1.62 -0.57 1.60
C -2.88 -1.29 1.94
N -0.53 -1.29 1.57
C 0.60 -0.66 1.23
H -1.50 -1.62 -1.50
H -1.22 -2.77 -2.80
H -0.86 -1.05 -3.04
H 1.24 -2.30 -2.66
H 0.94 -1.18 -1.34
H -0.13 -3.13 -0.07
H 0.43 -4.18 -1.37
H 2.79 -2.98 -0.77
H 2.23 -4.44 0.04
H 3.04 -2.82 1.68
H 1.28 -3.09 1.89
H 6.53 -0.48 0.02
H 7.84 1.52 -0.61
H 6.74 3.72 -0.81
H 4.31 3.94 -0.37
H -3.59 1.12 2.03
H -2.61 2.54 1.57
H -2.69 1.68 -0.83
H -4.10 3.58 -0.62
H -5.00 2.88 0.73
H -6.57 2.48 -1.07
H -5.25 2.14 -2.21
H -5.82 -0.12 -1.52
H -6.16 0.43 0.15
H -3.29 -0.92 2.88
H -2.65 -2.35 2.05
H -3.61 -1.15 1.15
*
```

The energy is -35836.7359 eV. The HOMO-LUMO gap comes out at 7.91 eV. The structure (SMILES) is CCCCCn1c2nc3ccccc3nc2c2c(=O)n(C[C@@H]3CCCO3)c(C)nc21. The energy above the lowest of the compared OMol25 structures with the same formula, charge and spin is 17.08 kcal per mole. The LUMO energy is -0.17 eV.